Below is a molecular structure, C54H129N7O6S3 in a non-equilibrium geometry, with properties calculated with ωB97M-V/def2-TZVPD.

Last column: Mulliken charge in e.
Element x y z (Å)
C1 -6.9527 -0.8629 3.0805  -1.930
C2 -5.6513 -1.2988 2.4022  0.723
N1 -5.7144 -2.6368 1.8264  -0.018
C3 -4.4770 -2.9081 1.0983  -0.679
C4 -4.2745 -1.9932 -0.1278  0.325
C5 -5.9938 -3.6992 2.7972  -0.629
C6 -5.0289 -3.6782 4.0035  -0.823
H1 -7.0358 0.2236 2.9875  0.501
H2 -6.9317 -1.0782 4.1512  0.337
H3 -7.8639 -1.2374 2.6189  0.416
H4 -5.5877 -0.5922 1.5710  -0.196
H5 -4.7388 -1.1364 2.9858  0.064
H6 -3.5555 -2.9039 1.6924  0.028
H7 -4.6159 -3.8913 0.6416  0.686
H8 -4.0967 -0.9430 0.1138  -0.713
H9 -3.3394 -2.3453 -0.5697  -0.401
H10 -5.1523 -2.0502 -0.7682  0.416
H11 -6.0259 -4.6765 2.3162  0.458
H12 -7.0100 -3.5559 3.1736  0.402
H13 -5.3193 -2.8715 4.6827  0.227
H14 -3.9847 -3.5330 3.7354  0.063
H15 -5.0466 -4.5506 4.6632  0.406
C7 -2.3463 -0.2199 4.6562  -1.277
C8 -3.3330 0.8845 4.2684  0.366
N2 -2.8281 2.2175 4.5532  0.767
C9 -3.7596 3.1949 4.0377  -0.706
C10 -3.9610 3.1508 2.5376  -0.669
C11 -2.4758 2.4116 5.9507  -0.331
C12 -1.7821 3.7423 6.2343  -1.400
H16 -2.5928 -1.1337 4.1116  0.042
H17 -2.4023 -0.3883 5.7308  0.544
H18 -1.3289 0.0276 4.3575  0.206
H19 -3.4935 0.7666 3.1946  -0.627
H20 -4.3423 0.7106 4.6826  0.415
H21 -4.7633 3.0534 4.4951  0.326
H22 -3.4976 4.2121 4.3289  0.339
H23 -2.9774 3.3841 2.1007  0.134
H24 -4.1685 2.1698 2.1127  -0.152
H25 -4.6359 3.9160 2.1647  0.544
H26 -1.7578 1.6559 6.2620  0.137
H27 -3.4088 2.3159 6.5315  0.339
H28 -0.8726 3.8219 5.6379  0.279
H29 -1.5648 3.8776 7.2932  0.425
H30 -2.4135 4.5940 5.9738  0.409
C13 4.2251 4.7296 -1.4949  -1.051
C14 5.4694 5.0994 -0.6374  -0.319
N3 5.0859 5.4786 0.7161  -0.035
C15 6.2342 5.8237 1.5594  -0.291
C16 7.1328 6.8601 0.8799  -1.460
C17 4.2937 4.4208 1.3931  0.427
C18 3.7486 4.9918 2.7107  -1.659
H31 3.3797 5.3851 -1.2951  0.367
H32 3.9653 3.7106 -1.2025  -0.072
H33 4.4485 4.7397 -2.5612  0.449
H34 6.1654 4.2495 -0.6610  0.254
H35 5.9016 5.9729 -1.1223  0.478
H36 5.9867 6.1593 2.5645  0.422
H37 6.8698 4.9429 1.7594  0.285
H38 6.5619 7.7072 0.4911  0.369
H39 7.8086 7.3398 1.5928  0.416
H40 7.7221 6.4191 0.0795  0.310
H41 4.7397 3.4389 1.5797  -0.128
H42 3.4123 4.3523 0.7579  0.098
H43 4.4187 4.7937 3.5518  0.362
H44 2.8083 4.5140 2.9884  0.358
H45 3.6359 6.0690 2.5999  0.459
C19 5.2510 0.1658 0.8571  0.140
C20 6.3525 -0.8994 0.9580  -1.297
N4 7.0231 -1.2734 -0.2928  0.209
C21 8.0223 -0.2638 -0.6441  -0.085
C22 8.7008 -0.4968 -2.0031  -1.316
C23 6.1123 -1.6400 -1.3497  0.070
C24 5.4858 -3.0070 -1.1240  -1.396
H46 4.3138 -0.1349 0.3816  -0.294
H47 5.5678 1.0177 0.2477  -0.074
H48 4.9087 0.5553 1.8185  0.473
H49 7.1444 -0.5180 1.6022  0.457
H50 5.9392 -1.8189 1.3756  0.378
H51 8.8457 -0.3211 0.0742  0.407
H52 7.5802 0.7388 -0.5636  0.159
H53 8.1090 -0.0540 -2.8062  0.177
H54 8.7462 -1.5659 -2.2142  0.342
H55 9.7152 -0.1053 -2.0103  0.427
H56 5.3462 -0.8781 -1.5504  -0.192
H57 6.6340 -1.7878 -2.3003  0.427
H58 6.2520 -3.7815 -1.1687  0.394
H59 4.9225 -2.9960 -0.1867  0.056
H60 4.7573 -3.2991 -1.8848  0.325
C25 -1.6243 -5.3540 2.0710  -1.242
C26 -1.3916 -5.0948 0.5880  0.359
N5 0.0129 -4.8257 0.2559  0.116
C27 0.5551 -3.6610 0.9541  0.085
C28 2.0000 -3.3344 0.5793  -1.699
C29 0.2027 -4.7989 -1.1821  -1.904
C30 -0.4872 -3.6748 -1.9433  0.100
H61 -0.9720 -6.1454 2.4386  0.401
H62 -2.6483 -5.6755 2.2674  0.405
H63 -1.4469 -4.4065 2.5802  0.064
H64 -1.7622 -5.9332 -0.0076  0.467
H65 -1.9856 -4.2394 0.2271  -0.328
H66 -0.0727 -2.7668 0.7985  0.048
H67 0.4865 -3.8850 2.0179  0.598
H68 2.0706 -2.9471 -0.4423  0.136
H69 2.3524 -2.5472 1.2436  0.389
H70 2.6031 -4.2422 0.5456  0.636
H71 -0.1102 -5.7757 -1.5726  0.538
H72 1.2715 -4.8985 -1.4127  0.401
H73 -1.5534 -3.9158 -1.9807  0.245
H74 -0.2382 -3.7562 -3.0073  0.594
H75 -0.2345 -2.6659 -1.6265  -0.232
C31 -2.1497 1.6134 -3.7892  -0.757
C32 -2.9880 1.5426 -2.5024  -0.196
N6 -4.4074 1.5801 -2.7970  0.273
C33 -4.8931 0.3950 -3.5175  0.550
C34 -6.1760 0.6554 -4.3127  -1.856
C35 -5.2080 1.6625 -1.5635  0.897
C36 -5.1105 3.0292 -0.8900  -1.686
H76 -2.5145 2.3184 -4.5342  0.523
H77 -2.1211 0.6505 -4.3068  0.279
H78 -1.1175 1.8422 -3.5177  0.389
H79 -2.7575 0.6192 -1.9465  -0.075
H80 -2.6667 2.4091 -1.9265  0.512
H81 -4.1955 0.1617 -4.3252  1.218
H82 -5.0294 -0.4860 -2.8779  -0.611
H83 -5.9610 1.2412 -5.2080  0.266
H84 -6.5573 -0.3223 -4.6081  0.163
H85 -6.9321 1.2456 -3.7918  0.418
H86 -4.8762 0.8866 -0.8559  -0.647
H87 -6.2540 1.5720 -1.8472  0.455
H88 -5.6522 3.0060 0.0588  0.432
H89 -5.5668 3.8001 -1.5130  0.373
H90 -4.0985 3.3643 -0.6593  0.277
C37 -6.2739 -1.5190 -5.2617  -1.090
C38 -5.0340 -2.1498 -5.8924  -0.854
N7 -3.8172 -1.4176 -5.5268  0.379
C39 -2.7535 -1.7572 -6.4720  -0.691
C40 -2.3254 -3.2355 -6.6575  -1.136
C41 -3.4100 -1.7813 -4.1799  -1.856
C42 -2.2113 -0.9897 -3.6580  0.524
H91 -6.1658 -0.4353 -5.1990  0.290
H92 -6.5155 -1.9034 -4.2711  0.181
H93 -7.1449 -1.6828 -5.9010  0.506
H94 -4.9121 -3.1821 -5.5324  0.304
H95 -5.1679 -2.1902 -6.9728  0.572
H96 -2.9950 -1.3906 -7.4727  0.614
H97 -1.8412 -1.2138 -6.2192  0.415
H98 -3.1593 -3.9358 -6.6203  0.285
H99 -1.8775 -3.3470 -7.6462  0.425
H100 -1.5567 -3.5461 -5.9481  0.195
H101 -3.1941 -2.8586 -4.0896  0.994
H102 -4.2160 -1.5761 -3.4703  0.256
H103 -2.0234 -1.1727 -2.5984  -1.540
H104 -2.4592 0.0746 -3.7030  -0.510
H105 -1.2864 -1.1719 -4.2024  0.854
C43 -0.9253 -0.0778 -0.3800  1.364
C44 -1.1032 0.8461 0.8512  0.413
C45 0.1318 1.6778 1.0962  -0.392
S1 1.1541 1.6026 -0.3994  1.110
O1 2.5574 1.5229 0.0020  0.037
O2 0.6869 2.5361 -1.4029  -0.822
C46 0.5187 -0.0461 -0.8301  -0.643
H106 -1.4956 0.3958 -1.1825  -1.180
H107 -1.2504 -1.1113 -0.2895  0.413
H108 -1.3655 0.2590 1.7353  -0.076
H109 -2.0065 1.4464 0.7127  -0.600
H110 0.7728 1.1431 1.8007  -0.579
H111 0.1124 2.7048 1.4547  1.105
H112 1.1481 -0.7180 -0.2406  -0.358
H113 0.7621 -0.1795 -1.8823  0.030
C47 4.6215 1.6422 -4.5991  -1.006
C48 5.3578 0.3443 -4.8733  -0.022
C49 4.3022 -0.7590 -4.9074  -1.073
S2 3.0601 -0.2820 -3.6904  1.096
O3 3.1626 -1.0693 -2.4673  -0.208
O4 1.8036 -0.1797 -4.4339  -0.736
C50 3.6781 1.4168 -3.4075  -0.388
H114 4.0561 1.9145 -5.4958  0.359
H115 5.3190 2.4606 -4.4217  0.425
H116 6.0782 0.1657 -4.0674  -0.236
H117 5.9464 0.3529 -5.7897  0.476
H118 4.6041 -1.7932 -4.7622  0.395
H119 3.7677 -0.7013 -5.8561  0.444
H120 4.2986 1.4513 -2.5111  -0.079
H121 2.8278 2.0830 -3.2888  0.676
C51 3.8747 -0.7280 6.2829  -0.610
C52 2.5377 -0.3666 6.9583  -0.695
C53 1.7364 0.4879 5.9843  -0.419
S3 2.1260 -0.2234 4.3341  1.447
O5 2.5223 0.8448 3.4550  -0.725
O6 1.0983 -1.1803 3.9689  -0.736
C54 3.5902 -1.1619 4.8648  -0.488
H122 4.3429 -1.5063 6.8851  0.359
H123 4.5695 0.1136 6.2854  0.287
H124 2.5884 0.1372 7.9239  0.419
H125 1.9435 -1.2561 7.1918  0.277
H126 2.1184 1.5113 6.0053  0.387
H127 0.6608 0.5838 6.1179  0.005
H128 4.3009 -0.9346 4.0711  0.084
H129 3.3128 -2.2113 4.7743  0.373

Calculated values
Relative energy (zero: lowest compared OMol25 entry of this formula, charge and spin): 868.57 kJ/mol
DFT total energy: -4163.64928 a.u.
LUMO level: 0.31 eV
Kohn-Sham gap: 8.2 eV
HOMO energy: -7.87 eV